No. 1
Computed, not measured: one molecule with the formula C3H5N3 at a distorted geometry, with ωB97M-V/def2-TZVPD.

Each line ends with the Löwdin charge.
Positions of all 11 atoms, in Å:
C  0.42  1.16  -1.16  -0.07
C  -0.18  0.20  -0.20  -0.35
C  0.44  -0.70  0.69  -0.18
N  -0.39  -1.40  1.41  0.05
N  -2.04  -0.68  0.73  0.15
N  -1.51  0.07  -0.03  -0.04
H  0.06  0.99  -2.19  0.07
H  1.51  1.04  -1.17  0.07
H  0.20  2.20  -0.90  0.07
H  1.53  -0.79  0.74  0.13
H  -0.02  -2.08  2.08  0.09

Calculated values
**Strongest force on any atom**: 1.386 eV/A
**Orbital gap**: 9.34 eV
**Spin multiplicity**: 1
**Charge**: 0
**Molecular weight**: 83.09 g mol⁻¹



No. 2
Computed, not measured: one molecule with the formula C3H4INOS at a distorted geometry, with ωB97M-V/def2-TZVPD.

Each line ends with the Löwdin charge.
Positions of all 11 atoms, in Å:
O  -0.36  -0.93  -2.19  0.09
C  -0.15  -0.58  -1.06  -0.53
C  0.50  -1.34  0.08  -0.39
S  1.43  -0.10  1.06  0.74
C  -0.02  1.22  0.59  -0.91
I  -1.49  1.31  2.22  0.67
N  -0.32  0.75  -0.68  -0.06
H  -0.24  -1.68  0.93  0.10
H  1.18  -2.19  -0.17  0.10
H  0.38  2.29  0.40  0.09
H  -0.92  1.27  -1.19  0.10

Calculated values
**SMILES string**: O=C1CS[C@H](I)N1
**Strongest force on any atom**: 3.629 eV/A
**Orbital gap**: 9.09 eV
**Spin multiplicity**: 1
**Charge**: 0
**Molecular weight**: 229.04 g mol⁻¹



No. 3
Computed, not measured: one molecule with the formula CH4IOP at a distorted geometry, with ωB97M-V/def2-TZVPD.

Each line ends with the Löwdin charge.
Positions of all 8 atoms, in Å:
C  -0.01  -0.90  0.07  -0.15
O  -0.52  0.45  0.13  -0.63
P  0.43  1.77  0.33  0.44
I  0.69  2.81  -1.94  0.19
H  -0.26  -1.49  1.03  0.11
H  1.01  -0.86  -0.12  0.04
H  -0.58  -1.49  -0.69  0.09
H  -0.82  2.60  0.41  -0.09

Calculated values
**SMILES string**: COPI
**Strongest force on any atom**: 2.840 eV/A
**Orbital gap**: 9.20 eV
**Spin multiplicity**: 1
**Charge**: 0
**Molecular weight**: 189.92 g mol⁻¹



No. 4
Computed, not measured: a 5-piece molecular cluster, C4H18O4 overall at a distorted geometry, with ωB97M-V/def2-TZVPD.

Each line ends with the Löwdin charge.
Positions of all 26 atoms, in Å:
C  2.14  -1.14  -2.30  -0.08
C  1.73  -0.63  -0.90  -0.44
C  0.36  0.06  -0.84  -0.10
C  1.78  -1.77  0.14  -0.08
H  1.52  -0.82  -3.14  0.06
H  3.18  -0.92  -2.50  0.07
H  2.03  -2.23  -2.35  0.07
H  2.47  0.12  -0.63  0.11
H  0.35  0.84  -0.08  0.08
H  -0.45  -0.61  -0.54  0.07
H  0.00  0.44  -1.79  0.04
H  2.27  -2.66  -0.26  0.06
H  2.45  -1.44  0.94  0.07
H  0.85  -2.06  0.63  0.07
O  -1.15  -0.67  4.81  -0.09
H  -0.49  0.02  4.67  0.02
H  -1.92  -0.37  4.31  -0.01
O  0.35  2.01  -3.30  -0.05
H  -0.34  2.50  -3.75  0.04
H  0.76  1.38  -3.89  0.03
O  -2.53  1.17  3.40  -0.06
H  -2.64  2.13  3.44  0.06
H  -3.23  0.89  2.80  0.03
O  -3.23  1.24  0.75  -0.04
H  -2.37  1.18  0.34  0.03
H  -3.87  1.35  0.04  0.05

Calculated values
**SMILES string**: CC(C)C.O.O.O.O
**Strongest force on any atom**: 1.558 eV/A
**Orbital gap**: 10.74 eV
**Spin multiplicity**: 1
**Charge**: 0
**Molecular weight**: 130.18 g mol⁻¹



No. 5
Computed, not measured: one molecule with the formula C2HBrIN at a distorted geometry, with ωB97M-V/def2-TZVPD.

Each line ends with the Löwdin spin population.
Positions of all 6 atoms, in Å:
C  -0.34  -0.54  0.81  0.05
C  0.05  0.17  -0.33  0.44
N  -0.74  -0.99  1.78  0.06
Br  -0.53  1.96  -0.07  0.07
I  2.19  -0.31  -0.82  1.36
H  -0.63  -0.29  -1.36  0.02

Calculated values
**Strongest force on any atom**: 5.808 eV/A
**Orbital gap (spin up / spin down)**: 7.44 / 6.13 eV
**Spin multiplicity**: 3
**Charge**: 0
**Molecular weight**: 245.84 g mol⁻¹



No. 6
Computed, not measured: C22H27F7InN8O3Se as an isolated structure, with ωB97M-V/def2-TZVPD.

Each line ends with the Löwdin charge.
Positions of all 69 atoms, in Å:
In  -0.31  -0.41  0.12  0.96
N  1.45  -1.67  -0.77  -0.02
C  2.51  -1.63  0.25  -0.14
C  1.93  -1.72  1.67  -0.55
O  2.51  -2.38  2.53  0.01
N  0.79  -1.03  1.81  -0.06
C  -0.01  -1.22  3.00  -0.14
C  -1.51  -1.10  2.70  -0.62
O  -2.30  -1.23  3.62  0.03
O  -1.87  -0.88  1.46  -0.14
H  1.16  -2.63  -0.95  0.10
H  1.77  -1.26  -1.66  -0.04
H  3.03  -0.67  0.14  0.13
H  3.24  -2.43  0.12  0.12
H  0.22  -0.49  3.77  0.10
H  0.17  -2.20  3.44  0.13
F  0.68  2.44  -0.09  -0.06
C  -0.12  1.58  -0.82  -0.38
F  -1.36  2.19  -0.91  -0.07
H  0.29  1.58  -1.83  0.05
C  -1.33  -1.52  -5.30  -0.01
C  -1.73  -1.58  -3.87  -0.29
C  -2.89  -2.01  -3.26  0.02
C  -2.70  -1.81  -1.88  -0.31
N  -1.49  -1.30  -1.67  0.01
N  -0.92  -1.16  -2.89  0.04
C  -3.66  -2.11  -0.78  -0.01
H  -2.09  -2.00  -5.91  0.08
H  -0.38  -2.03  -5.45  0.07
H  -1.21  -0.49  -5.63  0.09
H  -3.77  -2.42  -3.74  0.11
H  0.03  -0.79  -3.02  0.00
H  -3.95  -3.16  -0.80  0.08
H  -4.57  -1.52  -0.91  0.09
H  -3.24  -1.87  0.20  0.05
C  -1.67  1.71  4.35  -0.18
N  -1.78  2.94  5.15  -0.09
C  -0.43  3.48  5.35  -0.19
N  0.25  3.77  4.08  -0.09
C  0.31  2.52  3.31  -0.17
N  -1.01  1.95  3.05  -0.07
C  -1.81  2.95  2.33  -0.16
N  -1.93  4.21  3.08  -0.09
C  -2.55  3.91  4.37  -0.19
C  -0.58  4.71  3.33  -0.18
H  -2.66  1.29  4.17  0.12
H  -1.09  0.97  4.91  0.12
H  0.16  2.75  5.91  0.12
H  -0.50  4.40  5.93  0.12
H  0.91  1.79  3.86  0.12
H  0.80  2.72  2.35  0.11
H  -2.80  2.54  2.15  0.13
H  -1.33  3.16  1.37  0.11
H  -3.55  3.51  4.20  0.12
H  -2.63  4.84  4.95  0.12
H  -0.65  5.65  3.90  0.12
H  -0.10  4.92  2.37  0.13
F  5.30  -4.66  -5.71  0.11
C  4.60  -3.61  -5.25  -0.15
C  3.34  -3.78  -4.71  -0.15
F  2.81  -5.01  -4.64  0.11
C  2.64  -2.69  -4.24  -0.26
F  1.42  -2.94  -3.73  0.05
C  3.13  -1.39  -4.29  -0.55
Se  2.16  0.12  -3.65  0.64
C  4.40  -1.26  -4.84  -0.27
F  4.98  -0.05  -4.94  0.06
C  5.13  -2.33  -5.32  -0.15
F  6.34  -2.16  -5.85  0.11

Calculated values
**Strongest force on any atom**: 0.193 eV/A
**Orbital gap**: 7.47 eV
**Spin multiplicity**: 1
**Charge**: -1
**Molecular weight**: 778.28 g mol⁻¹